# 1
ORCA calculation (ωB97M-V/def2-TZVPD) on a 5-piece molecular cluster, C20H40O10S5 overall in a non-equilibrium geometry.

As for the energy above the lowest of the compared OMol25 structures with the same formula, charge and spin: 353.1 kJ/mol. The LUMO energy is 0.26 eV. The HOMO energy is -10.04 eV. For the HOMO-LUMO gap, the calculation gives 0.3787 Eh.

Element x y z (Å)
O -6.3046 3.4023 19.6539
H 0.0864 2.2108 23.0606
C -5.1274 0.5804 17.5248
H 0.8006 5.8815 18.5598
O -0.4506 3.3899 20.8012
H -5.1800 1.1841 16.6188
H -3.2754 0.6064 24.0461
H -0.2567 -3.4896 17.1689
O -3.5382 3.9258 22.8944
H 0.6588 -2.9616 21.3241
H -2.9346 5.2319 20.1802
H -8.5639 -3.7132 16.5280
H -0.4597 -4.6522 19.5252
H -6.8770 0.0254 18.8352
S -0.6649 4.3024 19.7323
O -10.6325 -2.5805 14.8545
C -0.3972 -2.9519 18.1066
H 1.1130 -4.1780 19.1647
H -11.5412 -0.6248 16.8037
H -7.7080 -2.0143 16.6871
H -0.9335 -2.4324 20.5828
H -10.3686 -1.1014 19.2850
O -0.4887 -0.1911 17.9168
H -9.2543 -0.3579 18.0945
H -3.1883 2.2678 19.8675
H 1.9816 -1.5255 19.8415
S -5.7563 2.0307 19.6863
H -2.8521 0.8507 17.7292
C -8.5599 -2.6733 16.8547
H -0.4870 1.0294 24.2977
C -1.9326 5.5169 20.5009
O -3.9352 3.0158 25.1689
C -10.9372 -1.4481 17.1853
H -9.3957 -3.3428 18.7047
C -1.2933 6.8919 20.3568
S -9.8186 -1.7014 15.7443
H -1.4471 -2.6770 18.0052
H 0.7698 7.6668 20.4171
O -1.2072 3.9145 18.4265
C 0.8955 -1.4665 19.9129
C -3.9557 1.9855 19.1467
C -1.4253 2.9450 24.2133
H -0.9951 3.8659 23.8197
H 0.3516 6.4601 21.4948
C -3.7563 0.7724 18.3327
C -1.6571 1.1027 22.6081
O 1.5770 -1.5042 17.2313
O -5.9324 1.2286 20.8857
H -8.2581 -2.2233 19.0745
H -1.3925 0.0467 22.5541
H -1.2651 2.9365 25.2915
H -5.2702 -0.3991 17.0684
H -1.6219 7.5323 21.1753
H -7.2565 1.4144 18.0168
H -3.8565 1.2740 22.4530
S -3.2059 2.9789 23.9096
H -1.7958 5.4874 21.5819
H -1.5289 7.3859 19.4141
C -9.0114 -2.4033 18.3075
S 0.4403 -1.3027 18.1355
H -3.9300 2.7417 18.3620
C -0.7796 1.7308 23.5164
C 0.2368 6.7164 20.4416
H 0.6618 -0.5149 20.3903
C -3.0708 1.2733 23.2086
C -9.9228 -1.1952 18.2948
C 0.7632 5.5654 19.6023
C -6.3868 0.9187 18.4482
H -3.6755 -0.0901 18.9942
H 1.6553 5.0125 19.8964
H -11.5092 -2.3593 17.3606
C 0.1203 -3.7537 19.3146
C 0.1095 -2.7035 20.4188
H -1.5108 1.3809 21.5644
O -9.1570 -0.4718 15.3334

Results of the Löwdin charge analysis, in e, for atoms 1 through 2: O -0.33; H 0.11

# 2
ORCA calculation (ωB97M-V/def2-TZVPD) on a 2-piece molecular cluster, C5H14O overall in a non-equilibrium geometry.

As for the energy above the lowest of the compared OMol25 structures with the same formula, charge and spin: 82.6 kJ/mol. The LUMO energy is 0.96 eV. The HOMO energy is -10.26 eV. For the HOMO-LUMO gap, the calculation gives 0.4124 Eh.

Element x y z (Å)
H 1.3461 1.8550 0.0445
C 1.7623 -0.6674 -1.1497
H 2.1859 1.4228 1.5973
C -2.9752 0.3558 0.5615
H 2.8130 -0.7127 0.7605
O -1.6048 -1.5448 -0.3086
H -3.8394 -0.3054 0.6501
C 1.6063 1.0688 0.7450
H 0.7757 0.5216 1.1818
H -2.6129 0.3868 1.5975
C 2.4959 0.0291 0.0255
H 0.9227 -1.2480 -0.7725
H -3.2409 1.3786 0.3064
H -2.2768 -0.0366 -1.4325
H 2.5273 -1.3897 -1.4447
H 1.3880 0.0581 -1.8644
H 3.4213 0.4409 -0.3780
H -1.0336 0.4250 -0.2997
H -1.7162 -1.8631 0.5838
C -1.9445 -0.1748 -0.4039

Results of the Löwdin charge analysis, in e, for atoms 1 through 2: H 0.07; C -0.12

# 3
ORCA calculation (ωB97M-V/def2-TZVPD) on a 2-piece molecular cluster, C3H4FO2 overall in a non-equilibrium geometry.

The net charge is -1. As for the energy above the lowest of the compared OMol25 structures with the same formula, charge and spin: 201.7 kJ/mol. The LUMO energy is 4.11 eV. The HOMO energy is -2.40 eV. For the HOMO-LUMO gap, the calculation gives 0.2391 Eh.

Element x y z (Å)
O -2.8331 0.2094 1.0688
C 0.3331 -0.0790 0.5116
C 1.0439 -0.5117 -0.7993
F 0.8170 -1.1838 1.4400
H 0.9439 0.6998 0.8570
H 0.9358 0.2139 -1.6551
C -2.1714 0.8824 0.3934
H 0.8175 -1.5700 -0.9570
H 2.1311 -0.5048 -0.6264
O -2.0179 1.8437 -0.2329

Results of the Löwdin charge analysis, in e, for atoms 1 through 2: O 0.10; C -0.25

Please write out number 3 again, unchanged.
ORCA calculation (ωB97M-V/def2-TZVPD) on a 2-piece molecular cluster, C3H4FO2 overall in a non-equilibrium geometry.

The net charge is -1. As for the energy above the lowest of the compared OMol25 structures with the same formula, charge and spin: 201.7 kJ/mol. The LUMO energy is 4.11 eV. The HOMO energy is -2.40 eV. For the HOMO-LUMO gap, the calculation gives 0.2391 Eh.

Element x y z (Å)
O -2.8331 0.2094 1.0688
C 0.3331 -0.0790 0.5116
C 1.0439 -0.5117 -0.7993
F 0.8170 -1.1838 1.4400
H 0.9439 0.6998 0.8570
H 0.9358 0.2139 -1.6551
C -2.1714 0.8824 0.3934
H 0.8175 -1.5700 -0.9570
H 2.1311 -0.5048 -0.6264
O -2.0179 1.8437 -0.2329

Results of the Löwdin charge analysis, in e, for atoms 1 through 2: O 0.10; C -0.25

Please write out number 3 again, unchanged.
ORCA calculation (ωB97M-V/def2-TZVPD) on a 2-piece molecular cluster, C3H4FO2 overall in a non-equilibrium geometry.

The net charge is -1. As for the energy above the lowest of the compared OMol25 structures with the same formula, charge and spin: 201.7 kJ/mol. The LUMO energy is 4.11 eV. The HOMO energy is -2.40 eV. For the HOMO-LUMO gap, the calculation gives 0.2391 Eh.

Element x y z (Å)
O -2.8331 0.2094 1.0688
C 0.3331 -0.0790 0.5116
C 1.0439 -0.5117 -0.7993
F 0.8170 -1.1838 1.4400
H 0.9439 0.6998 0.8570
H 0.9358 0.2139 -1.6551
C -2.1714 0.8824 0.3934
H 0.8175 -1.5700 -0.9570
H 2.1311 -0.5048 -0.6264
O -2.0179 1.8437 -0.2329

Results of the Löwdin charge analysis, in e, for atoms 1 through 2: O 0.10; C -0.25

- The lowest energy above the lowest of the compared OMol25 structures with the same formula, charge and spin belongs to which entry?
  C5H14O